(1)
DFT (ωB97M-V/def2-TZVPD) results for C35H96AsF6N6O11 as an isolated structure at a distorted geometry.

Last column: Mulliken charge in e.
Element x y z (Å)
As1 -0.04 -0.82 -0.46  2.07
F1 -1.71 -0.36 0.01  -0.50
F2 -0.65 -2.27 -1.39  -0.52
F3 1.60 -1.21 -1.03  -0.49
F4 0.63 0.57 0.40  -0.49
F5 0.23 -1.95 0.99  -0.54
F6 -0.22 0.18 -2.00  -0.54
C1 2.09 0.68 -8.99  -1.25
C2 3.38 0.87 -8.12  0.44
C3 2.96 1.72 -6.88  -0.96
O1 4.14 2.23 -6.33  -0.30
C4 4.02 2.92 -5.18  -0.77
N1 3.90 -0.45 -7.79  -0.68
H1 1.43 0.14 -8.32  0.32
H2 2.34 0.25 -9.96  0.34
H3 1.59 1.64 -9.17  0.36
H4 4.13 1.51 -8.58  0.29
H5 2.39 1.13 -6.16  0.47
H6 2.30 2.52 -7.21  0.37
H7 3.90 3.97 -5.45  0.28
H8 4.72 2.73 -4.37  0.26
H9 3.12 2.66 -4.64  0.33
H10 4.54 -0.62 -8.55  0.26
H11 4.40 -0.39 -6.91  0.25
C5 -0.71 -6.98 2.24  -1.38
C6 0.61 -7.78 2.10  0.67
C7 1.48 -7.24 1.07  -0.87
O2 0.84 -7.29 -0.25  -0.30
C8 0.97 -8.51 -1.06  -0.76
N2 1.24 -7.87 3.40  -0.72
H12 -0.52 -6.09 2.84  0.33
H13 -1.44 -7.59 2.79  0.38
H14 -1.13 -6.73 1.27  0.34
H15 0.37 -8.78 1.73  0.20
H16 2.54 -7.47 1.08  0.45
H17 1.43 -6.15 1.15  0.22
H18 0.24 -9.24 -0.70  0.28
H19 1.94 -9.01 -1.01  0.32
H20 0.74 -8.38 -2.11  0.27
H21 0.62 -8.38 4.01  0.27
H22 1.31 -6.95 3.81  0.28
C9 -6.10 -1.33 7.67  -1.37
C10 -5.89 -0.84 6.25  0.46
C11 -6.47 0.54 5.92  -0.61
O3 -7.83 0.58 5.94  -0.30
C12 -8.38 1.73 5.34  -0.74
N3 -4.50 -0.91 6.05  -0.62
H23 -5.89 -2.40 7.74  0.37
H24 -7.16 -1.25 7.91  0.34
H25 -5.48 -0.75 8.36  0.28
H26 -6.38 -1.53 5.57  0.27
H27 -6.04 0.82 4.96  0.31
H28 -6.06 1.26 6.63  0.28
H29 -9.32 1.26 5.08  0.25
H30 -7.88 2.11 4.44  0.33
H31 -8.50 2.57 6.02  0.27
H32 -4.32 -0.72 5.08  0.24
H33 -4.18 -1.87 6.15  0.25
C13 -6.44 4.25 -9.85  -1.40
C14 -6.73 4.04 -8.37  0.53
C15 -5.60 3.29 -7.66  -0.68
O4 -5.25 2.01 -8.19  -0.34
C16 -4.23 1.42 -7.44  -0.73
N4 -7.06 5.28 -7.71  -0.73
H34 -5.42 4.51 -10.13  0.30
H35 -7.11 5.02 -10.24  0.41
H36 -6.55 3.29 -10.35  0.32
H37 -7.64 3.48 -8.58  0.20
H38 -5.77 3.21 -6.59  0.35
H39 -4.74 3.96 -7.72  0.36
H40 -3.68 0.74 -8.10  0.24
H41 -4.75 0.93 -6.62  0.29
H42 -3.50 2.11 -7.02  0.33
H43 -7.52 5.80 -8.43  0.28
H44 -7.82 5.20 -7.04  0.27
C17 -0.26 2.50 6.75  -1.34
C18 -0.24 2.19 8.25  0.45
C19 -1.33 2.91 9.05  -0.67
O5 -1.29 2.57 10.45  -0.33
C20 -2.55 2.74 11.16  -0.78
N5 -0.49 0.76 8.48  -0.67
H45 -1.30 2.32 6.48  0.30
H46 0.34 1.78 6.20  0.33
H47 0.07 3.47 6.37  0.36
H48 0.76 2.42 8.61  0.27
H49 -2.32 2.66 8.68  0.29
H50 -1.28 3.99 8.93  0.39
H51 -2.74 3.81 11.01  0.33
H52 -2.40 2.65 12.23  0.28
H53 -3.49 2.22 10.96  0.29
H54 -1.25 0.54 7.86  0.23
H55 -0.85 0.42 9.36  0.27
C21 10.21 0.10 -2.36  -1.22
C22 9.58 -1.10 -3.04  0.30
C23 8.14 -0.97 -3.57  -0.66
O6 7.74 -2.12 -4.26  -0.41
C24 7.48 -3.17 -3.36  -0.80
N6 10.44 -1.47 -4.18  -0.69
H56 9.55 0.54 -1.61  0.35
H57 10.50 0.73 -3.20  0.31
H58 11.09 -0.24 -1.81  0.31
H59 9.66 -1.98 -2.41  0.22
H60 8.02 -0.02 -4.10  0.40
H61 7.46 -0.76 -2.74  0.37
H62 6.84 -3.93 -3.81  0.28
H63 6.91 -3.01 -2.45  0.36
H64 8.43 -3.58 -3.01  0.31
H65 9.77 -2.05 -4.67  0.33
H66 10.64 -0.59 -4.64  0.24
C25 -1.13 5.97 -0.86  -1.25
C26 -2.42 5.21 -0.50  0.51
C27 -2.67 5.17 1.02  -1.35
O7 -3.55 5.87 -1.09  -0.56
H67 -1.26 7.06 -0.83  0.34
H68 -0.75 5.80 -1.87  0.33
H69 -0.29 5.71 -0.21  0.30
H70 -2.42 4.15 -0.79  0.35
H71 -1.90 4.66 1.60  0.37
H72 -3.64 4.73 1.26  0.30
H73 -2.50 6.19 1.36  0.33
H74 -3.72 5.40 -1.91  0.32
C28 -5.97 -5.00 -1.50  -1.41
C29 -5.79 -5.53 -2.88  0.55
C30 -6.30 -4.64 -4.03  -1.18
O8 -4.44 -5.77 -3.12  -0.55
H75 -7.05 -4.99 -1.34  0.37
H76 -5.63 -3.99 -1.29  0.39
H77 -5.58 -5.73 -0.80  0.36
H78 -6.34 -6.47 -2.93  0.21
H79 -7.28 -4.20 -3.83  0.34
H80 -6.41 -5.31 -4.88  0.30
H81 -5.65 -3.80 -4.27  0.29
H82 -3.90 -5.11 -2.68  0.34
C31 6.94 3.66 2.10  -1.32
C32 5.91 4.49 2.91  0.44
C33 4.71 4.99 2.15  -1.16
O9 5.56 3.62 3.94  -0.55
H83 7.34 4.30 1.31  0.35
H84 6.34 2.91 1.59  0.38
H85 7.77 3.19 2.62  0.32
H86 6.48 5.27 3.42  0.28
H87 3.98 5.14 2.95  0.33
H88 4.33 4.32 1.38  0.28
H89 4.95 5.94 1.69  0.34
H90 5.38 2.75 3.59  0.33
C34 3.50 -2.15 5.38  -0.37
C35 4.12 -1.71 4.01  -0.19
O10 5.46 -1.48 4.27  -0.52
O11 3.86 -1.23 6.41  -0.58
H91 3.83 -3.15 5.67  0.25
H92 2.43 -2.14 5.21  0.35
H93 3.66 -0.85 3.54  0.21
H94 4.07 -2.57 3.35  0.22
H95 5.56 -1.30 5.20  0.32
H96 3.10 -0.75 6.74  0.30

Its LUMO energy is 1.9 eV. The value obtained for the energy is -146455.7006 eV. For the HOMO-LUMO gap, the calculation gives 9.61 eV. The total charge is -1.


(2)
DFT (ωB97M-V/def2-TZVPD) results for C41H48As3F2O2PdTe as an isolated structure at a distorted geometry.

Last column: Mulliken charge in e.
Element x y z (Å)
Pd1 0.16 -0.01 0.75  -0.03
C1 -1.29 0.49 4.42  -1.27
As1 -1.58 0.59 2.47  0.52
C2 -2.62 2.24 2.25  -1.10
C3 -2.98 -0.78 2.22  0.11
C4 -3.98 -0.89 3.19  -1.02
C5 -4.99 -1.82 3.05  -0.86
C6 -5.03 -2.65 1.93  -0.89
C7 -4.04 -2.54 0.97  -0.91
C8 -3.01 -1.62 1.10  0.26
As2 -1.69 -1.44 -0.34  1.35
C9 -1.63 -3.24 -1.16  -1.18
C10 -2.81 -0.51 -1.65  -0.98
H1 -1.32 -0.55 4.74  0.48
H2 -2.05 1.06 4.95  0.44
H3 -0.31 0.90 4.68  0.48
H4 -3.51 2.23 2.89  0.51
H5 -2.94 2.32 1.21  0.20
H6 -2.01 3.11 2.50  0.40
H7 -3.96 -0.23 4.05  0.38
H8 -5.76 -1.90 3.80  0.46
H9 -5.82 -3.37 1.82  0.46
H10 -4.08 -3.18 0.09  0.41
H11 -2.53 -3.41 -1.75  0.48
H12 -1.54 -4.01 -0.38  0.47
H13 -0.77 -3.31 -1.82  0.17
H14 -3.72 -1.11 -1.81  0.66
H15 -2.29 -0.40 -2.61  0.22
H16 -3.09 0.47 -1.27  0.21
C11 2.86 3.51 1.44  -0.50
C12 2.43 3.53 2.91  -0.87
C13 1.33 2.47 2.95  -0.15
O1 0.87 2.26 1.61  0.38
C14 1.55 3.19 0.75  0.19
H17 3.60 2.73 1.25  0.21
H18 3.27 4.47 1.12  0.46
H19 2.02 4.51 3.16  0.32
H20 3.23 3.29 3.60  0.36
H21 0.48 2.81 3.56  0.20
H22 1.70 1.51 3.34  0.09
H23 0.93 4.09 0.65  0.41
H24 1.66 2.71 -0.23  -0.69
F1 2.31 -1.58 0.20  -0.26
C15 2.28 -0.24 0.54  -0.02
F2 2.66 -0.21 1.87  -0.16
H25 3.04 0.29 -0.04  0.35
C16 2.58 -2.72 3.51  -0.99
Te1 0.64 -2.25 2.64  0.38
C17 0.70 -4.37 2.16  -0.93
C18 1.69 -5.01 3.08  0.56
C19 1.72 -6.39 3.26  -0.78
C20 2.68 -6.95 4.09  -0.62
C21 3.60 -6.13 4.76  -0.61
C22 3.56 -4.76 4.59  -0.83
C23 2.62 -4.19 3.75  0.51
H26 2.73 -2.15 4.43  0.70
H27 3.37 -2.44 2.80  0.50
H28 1.03 -4.47 1.12  0.53
H29 -0.30 -4.81 2.26  0.69
H30 1.01 -7.02 2.76  0.48
H31 2.71 -8.02 4.24  0.44
H32 4.33 -6.57 5.42  0.44
H33 4.26 -4.13 5.12  0.49
O2 0.12 1.05 -1.29  2.29
As3 0.10 1.60 -2.85  -0.03
C24 0.38 0.05 -4.01  0.30
C25 0.39 0.16 -5.39  -0.64
C26 0.53 -0.99 -6.16  -0.83
C27 0.70 -2.22 -5.54  -0.62
C28 0.73 -2.31 -4.16  -1.05
C29 0.57 -1.18 -3.39  0.62
C30 1.63 2.80 -3.09  0.03
C31 1.45 4.16 -3.25  -0.23
C32 2.57 4.97 -3.34  -0.80
C33 3.84 4.42 -3.26  -0.56
C34 4.00 3.05 -3.10  -0.86
C35 2.89 2.23 -3.02  -0.31
C36 -1.56 2.58 -3.13  0.70
C37 -2.09 2.82 -4.39  -0.68
C38 -3.32 3.46 -4.49  -0.69
C39 -3.99 3.88 -3.35  -0.66
C40 -3.44 3.66 -2.09  -0.55
C41 -2.21 3.02 -1.98  -0.34
H34 0.30 1.13 -5.87  0.41
H35 0.52 -0.92 -7.23  0.45
H36 0.82 -3.11 -6.14  0.43
H37 0.90 -3.27 -3.69  0.48
H38 0.62 -1.22 -2.30  0.20
H39 0.45 4.59 -3.31  0.46
H40 2.45 6.04 -3.48  0.46
H41 4.71 5.06 -3.33  0.45
H42 4.99 2.62 -3.05  0.46
H43 3.00 1.15 -2.90  0.53
H44 -1.57 2.50 -5.28  0.31
H45 -3.75 3.62 -5.46  0.45
H46 -4.93 4.38 -3.44  0.42
H47 -3.96 3.99 -1.21  0.46
H48 -1.75 2.84 -1.01  0.22

Its LUMO energy (alpha / beta) is -8.5 / -11.9 eV. The value obtained for the energy is -246084.6272 eV. For the HOMO-LUMO gap (alpha / beta), the calculation gives 7.37 / 3.97 eV. The total charge is +3. The spin multiplicity is 5.


(3)
DFT (ωB97M-V/def2-TZVPD) results for one molecule with the formula C4H10N4O at a distorted geometry.

Last column: Mulliken charge in e.
Element x y z (Å)
H1 -1.13 -0.46 1.89  0.32
N1 -1.59 0.29 1.37  -0.76
C1 -1.58 0.09 0.10  0.63
N2 -2.12 0.97 -0.81  -0.39
O1 -0.95 -0.91 -0.54  -0.24
N3 -0.06 -1.71 0.20  -0.33
C2 1.33 -1.46 0.08  -0.04
N4 2.02 -0.46 -0.22  -0.51
C3 1.58 0.86 -0.62  -0.34
C4 1.50 1.88 0.54  -0.98
H2 -2.75 1.68 -0.45  0.25
H3 -2.31 0.63 -1.73  0.22
H4 -0.29 -2.66 -0.05  0.26
H5 1.85 -2.34 0.38  0.39
H6 0.65 0.86 -1.18  0.29
H7 2.37 1.23 -1.27  0.34
H8 2.48 2.11 0.92  0.38
H9 1.06 2.80 0.09  0.24
H10 0.88 1.55 1.36  0.29

Its LUMO energy is 0.7 eV. The value obtained for the energy is -12315.9770 eV. For the HOMO-LUMO gap, the calculation gives 9.84 eV.


(4)
DFT (ωB97M-V/def2-TZVPD) results for a 2-piece molecular cluster, C11H19ClNO4S overall at a distorted geometry.

Last column: Mulliken charge in e.
Element x y z (Å)
O1 -0.76 -0.61 2.70  -0.65
S1 0.15 0.22 1.88  1.04
O2 1.57 -0.08 2.18  -0.50
O3 -0.05 1.84 2.19  -0.48
C1 -0.26 -0.04 0.10  -0.67
C2 0.70 -1.03 -0.61  -0.45
C3 1.35 -0.42 -1.92  -1.00
C4 2.85 -0.04 -1.65  -0.56
O4 3.38 0.35 -2.94  -0.08
C5 2.88 1.18 -0.69  0.12
C6 4.03 1.12 0.38  -0.69
C7 3.94 2.47 1.19  -0.35
Cl1 4.38 2.29 2.94  -0.26
H1 0.53 2.31 1.57  0.38
H2 -0.12 0.95 -0.37  0.38
H3 -1.33 -0.31 0.02  0.28
H4 0.14 -1.96 -0.84  0.52
H5 1.55 -1.35 0.02  0.38
H6 1.28 -1.22 -2.68  0.20
H7 0.77 0.49 -2.25  0.40
H8 3.10 1.26 -3.14  0.20
H9 3.05 2.13 -1.27  0.27
H10 1.94 1.32 -0.11  -0.78
H11 5.02 1.03 -0.09  0.42
H12 3.87 0.28 1.08  0.29
H13 4.53 3.23 0.66  0.43
H14 2.87 2.77 1.16  0.13
N1 -4.22 -1.46 0.62  0.02
C8 -5.29 -0.68 0.30  -0.47
C9 -6.19 -1.46 -0.39  -0.42
C10 -5.63 -2.76 -0.48  -0.50
C11 -4.42 -2.73 0.16  -0.35
H15 -3.41 -1.15 1.13  0.23
H16 -5.33 0.36 0.58  0.36
H17 -7.13 -1.14 -0.79  0.38
H18 -6.07 -3.63 -0.95  0.38
H19 -3.68 -3.50 0.32  0.38

Its LUMO energy is 2.6 eV. The value obtained for the energy is -44750.5878 eV. For the HOMO-LUMO gap, the calculation gives 4.70 eV. The total charge is -1.


(5)
DFT (ωB97M-V/def2-TZVPD) results for C9H4AuF6N3O7S2 as an isolated structure.

Last column: Mulliken charge in e.
Element x y z (Å)
Au1 0.07 -0.15 1.16  0.13
F1 1.21 -2.43 -3.47  -0.26
C1 1.61 -1.93 -2.29  0.66
F2 0.99 -0.76 -2.11  -0.19
F3 2.93 -1.68 -2.39  -0.25
S1 1.29 -3.14 -0.91  0.99
O1 1.31 -2.35 0.28  -0.52
O2 2.36 -4.08 -1.10  -0.69
N1 -0.06 -3.83 -1.37  -0.50
S2 -1.48 -3.68 -0.72  0.97
O3 -2.16 -4.94 -0.71  -0.67
O4 -1.62 -2.84 0.43  -0.55
C2 -2.38 -2.75 -2.07  0.67
F4 -2.39 -3.43 -3.23  -0.25
F5 -1.81 -1.56 -2.30  -0.20
F6 -3.65 -2.55 -1.71  -0.24
O5 1.31 -1.33 5.12  -0.70
N2 1.11 -1.02 3.93  1.04
O6 2.04 -0.57 3.23  -0.59
O7 -0.04 -1.22 3.42  -0.65
N3 0.11 7.26 0.52  -0.60
C3 0.04 6.11 0.51  0.11
C4 -0.04 4.69 0.51  0.50
C5 -1.09 4.03 1.17  -0.65
C6 -1.11 2.65 1.24  -0.09
C7 -0.10 1.84 0.69  -0.48
C8 0.91 2.53 -0.01  0.26
C9 0.95 3.91 -0.10  -0.68
H1 -1.87 4.63 1.63  0.38
H2 -1.93 2.18 1.77  0.33
H3 1.71 1.97 -0.48  0.36
H4 1.76 4.41 -0.63  0.37

Its LUMO energy is 4.9 eV. The value obtained for the energy is -69865.9504 eV. For the HOMO-LUMO gap, the calculation gives 7.70 eV. The total charge is -2.